(1)
Formula: ClKLiMg
Source: OMol25
Level of theory: ωB97M-V/def2-TZVPD

Geometry (Å):
Li  0.21  -0.89  -2.25
K  -2.45  -0.35  0.80
Mg  1.72  1.61  1.02
Cl  0.52  -0.36  0.43

## Properties
M ... 105.797 g mol⁻¹
LUMO ... -15.3 eV
Max |F| ... 0.03171 Eh/bohr
Gap between HOMO and LUMO ... 9.264 eV
Total charge ... +3

---

(2)
Formula: C2H6NO2
Source: OMol25
Level of theory: ωB97M-V/def2-TZVPD

Geometry (Å):
C  0.23  0.65  1.70
C  0.78  -0.19  0.70
N  0.87  -1.29  0.09
O  1.45  0.89  0.86
O  -0.57  0.54  -1.43
H  -0.56  1.27  1.31
H  0.24  0.49  2.73
H  1.57  -1.66  -0.54
H  -0.59  1.37  -1.80
H  0.28  -2.09  0.08
H  -1.46  0.26  -1.47

## Properties
M ... 76.075 g mol⁻¹
LUMO ... -3.9 eV
Max |F| ... 0.06437 Eh/bohr
Gap between HOMO and LUMO ... 12.446 eV
Total charge ... +1

---

Computed energy above the lowest of the compared OMol25 structures with the same formula, charge and spin, in the same sequence as the records: 0.3873, 2.6936 eV.